1.
The following is a quantum chemistry calculation of a gas-phase ion, C5H12NO (charge -1) in a non-equilibrium geometry, from the OMol25 dataset.

Element x y z (Å)
O 2.00 -1.98 1.09
N 0.83 0.42 1.60
C 0.26 0.82 -0.78
C -1.12 0.16 -0.98
C 1.46 -1.41 0.00
C -2.12 0.50 0.12
C 1.21 0.14 0.20
H 2.22 0.57 0.13
H -2.82 -0.30 0.36
H -1.62 0.80 1.03
H 0.00 1.82 -0.44
H 1.56 -0.02 2.15
H 0.02 -0.16 1.80
H 0.77 0.85 -1.75
H -2.72 1.37 -0.15
H 2.12 -1.43 -0.93
H 0.52 -1.89 -0.38
H -1.05 -0.90 -1.19
H -1.51 0.64 -1.89

As for the net charge: -1. Its molar mass is 102.16 g/mol. The calculation puts the strongest force on any atom at 1.0 eV/A. The energy above the lowest of the compared OMol25 structures with the same formula, charge and spin is 9.7 kcal/mol. For the total energy, the calculation gives -8916.6415 eV. The value obtained for the gap between HOMO and LUMO is 6.354 eV. The value obtained for the HOMO energy is -2.38 eV. The SMILES is CCC[C@@H](N)C[O-].

---

2.
The following is a quantum chemistry calculation of 5 unconnected molecules or ions with the total composition C18H35Cl8O2 in a non-equilibrium geometry, from the OMol25 dataset.

Element x y z (Å)
Cl -1.41 0.08 1.68
Cl -1.55 -3.57 -0.60
Cl -5.36 1.95 -1.75
Cl -1.11 -2.04 -3.63
Cl -2.42 2.50 -0.51
Cl -3.98 -0.35 -3.87
Cl -0.17 1.92 6.99
Cl -2.54 3.14 4.85
O 4.93 3.25 1.75
O 2.81 2.24 2.41
C -1.48 -3.75 -3.34
C 4.64 0.63 1.33
C -5.54 0.49 -4.07
C 1.91 0.58 -1.62
C -5.49 1.91 -3.52
C 2.44 -1.01 1.75
C -0.79 3.44 4.79
C -3.44 1.61 0.65
C -2.38 -3.95 -2.13
C 2.03 -0.99 -2.14
C 0.33 1.06 -1.50
C 2.19 -2.26 0.73
C 3.46 -1.60 -1.64
C 3.40 -2.57 -0.32
C -2.70 1.28 1.93
C 4.01 -0.71 2.13
C 4.03 2.05 1.88
C 0.02 2.24 5.24
H 4.27 -0.73 -1.56
H -3.39 0.86 2.67
H -2.69 -5.00 -2.06
H 4.51 0.57 0.17
H 4.47 -2.61 0.14
H -4.65 2.48 -3.94
H 3.20 -3.68 -0.74
H 1.88 -0.01 1.41
H 2.09 -0.92 -3.33
H -3.80 0.70 0.15
H -1.98 -4.13 -4.24
H 3.86 -2.29 -2.54
H 1.09 -1.65 -1.88
H -0.54 3.68 3.75
H 5.79 0.63 1.58
H 1.13 -2.11 0.25
H -0.07 1.42 -2.54
H 1.08 2.41 5.06
H 4.72 -1.64 2.07
H -3.28 -3.33 -2.19
H 2.09 -3.23 1.42
H 2.52 1.24 -2.41
H 1.91 -1.30 2.78
H -6.42 2.44 -3.78
H 2.46 0.62 -0.59
H -4.31 2.24 0.87
H -2.25 2.18 2.37
H -0.27 1.33 4.70
H -0.57 4.32 5.40
H -5.76 0.52 -5.14
H -0.34 0.18 -1.07
H 0.28 1.98 -0.76
H -6.31 -0.10 -3.57
H -0.53 -4.29 -3.23
H 4.01 -0.38 3.28

As for the net charge: -1. Its molar mass is 567.10 g/mol. The calculation puts the strongest force on any atom at 7.6 eV/A. For the total energy, the calculation gives -123505.2003 eV. The value obtained for the gap between HOMO and LUMO is 5.683 eV. The value obtained for the HOMO energy is -3.82 eV.

---

3.
The following is a quantum chemistry calculation of a molecular structure, C35H33NO4W, from the OMol25 dataset.

Element x y z (Å)
W 0.83 0.54 0.77
O 1.75 1.17 2.33
O 2.56 0.07 0.15
O -0.69 -0.20 1.52
O 0.18 0.85 -1.03
N -2.44 -0.02 -0.59
C -1.40 4.71 -0.43
C -1.59 -1.28 1.74
C 0.01 -2.77 0.52
C -1.79 -3.49 4.83
C 2.97 0.79 2.91
C -1.41 3.60 -2.96
C 0.32 -3.79 -0.38
C 1.04 0.52 -4.13
C -3.00 -0.68 1.67
C -1.96 5.41 -1.48
C -0.85 3.45 -0.65
C 2.15 0.54 -4.95
C 2.90 2.56 -3.90
C 0.83 1.52 -3.19
C -4.90 1.10 -1.08
C -0.86 2.87 -1.91
C -0.46 -1.57 5.38
C -1.95 -3.01 3.54
C -1.05 -2.77 5.76
C -0.62 -1.09 4.08
C -1.37 -1.81 3.16
C -1.50 0.60 -2.70
C -2.66 0.59 -1.75
C -4.65 0.48 0.12
C -0.32 1.46 -2.18
C -2.32 -3.07 0.06
C -2.01 -4.09 -0.83
C 1.78 2.54 -3.08
C -3.38 -0.06 0.34
C -0.69 -4.45 -1.06
C -3.89 1.17 -2.04
C -1.31 -2.39 0.73
C 3.09 1.55 -4.84
C -1.96 4.85 -2.76
C 2.78 -0.70 -1.02
H -1.39 3.18 -3.96
H -5.87 1.54 -1.28
H 2.29 -0.25 -5.69
H -2.25 -4.43 5.12
H -2.39 6.39 -1.32
H 1.64 3.33 -2.35
H 3.29 -1.63 -0.75
H -1.15 -0.43 -2.80
H -5.41 0.42 0.89
H 0.81 -2.29 1.07
H 3.42 -0.14 -1.71
H -3.03 0.10 2.43
H 1.36 -4.06 -0.53
H -1.38 5.14 0.56
H -0.39 2.93 0.19
H -3.35 -2.80 0.20
H -4.05 1.68 -2.98
H -0.16 -0.15 3.79
H -2.52 -3.59 2.82
H 3.96 1.57 -5.49
H 0.33 -0.29 -4.23
H 3.62 3.35 -3.80
H -2.38 5.40 -3.59
H -2.81 -4.61 -1.35
H -0.45 -5.24 -1.75
H -0.92 -3.14 6.76
H 0.12 -1.01 6.09
H 3.01 -0.29 3.09
H 3.08 1.31 3.87
H -1.81 0.96 -3.68
H -3.74 -1.43 1.97
H 3.81 1.06 2.26
H 1.85 -0.94 -1.53

The spin multiplicity is 3. Its molar mass is 715.49 g/mol. The calculation puts the strongest force on any atom at 0.8 eV/A. The energy above the lowest of the compared OMol25 structures with the same formula, charge and spin is 15.6 kcal/mol. For the total energy, the calculation gives -48336.9869 eV. The value obtained for the gap between HOMO and LUMO (spin up / spin down) is 7.334 / 8.990 eV. The value obtained for the HOMO energy (spin up / spin down) is -6.65 / -8.87 eV. As for the expectation value of S²: 2.006.

---

4.
The following is a quantum chemistry calculation of 2 unconnected molecules or ions with the total composition C3H5NO in a non-equilibrium geometry, from the OMol25 dataset.

Element x y z (Å)
O 1.78 0.19 -0.27
N -0.22 -1.33 0.89
C -0.61 -0.31 1.53
C 0.90 0.46 -0.97
C 0.03 0.86 -1.78
H -0.97 0.74 -1.65
H -0.76 -0.28 2.66
H -0.04 -2.07 1.52
H 0.36 1.16 -2.91
H -0.46 0.59 0.97

Its molar mass is 71.08 g/mol. The calculation puts the strongest force on any atom at 6.3 eV/A. The energy above the lowest of the compared OMol25 structures with the same formula, charge and spin is 65.1 kcal/mol. For the total energy, the calculation gives -6726.7499 eV. The value obtained for the gap between HOMO and LUMO is 10.189 eV. The value obtained for the HOMO energy is -9.22 eV. The SMILES is C=C=O.C=N.

---

5.
The following is a quantum chemistry calculation of a gas-phase ion, C4H10N2O2 (charge +1) in a non-equilibrium geometry, from the OMol25 dataset.

Element x y z (Å)
O -2.01 1.52 1.51
O 2.16 0.09 0.46
N 0.25 0.76 1.40
N -0.45 0.34 -1.51
C 0.97 0.13 0.43
C 1.11 -1.50 -1.55
C 0.19 -0.62 -0.74
C -1.10 0.45 1.78
H 0.84 1.27 2.05
H -0.60 -1.17 -0.21
H -1.50 -0.34 1.18
H -1.20 0.95 -1.19
H 1.60 -2.16 -0.84
H -1.65 2.21 0.95
H 1.97 -0.93 -1.90
H -1.24 0.18 2.82
H 0.61 -1.98 -2.39
H 0.07 0.79 -2.26

The spin multiplicity is 2. As for the net charge: +1. Its molar mass is 118.14 g/mol. The calculation puts the strongest force on any atom at 2.1 eV/A. The energy above the lowest of the compared OMol25 structures with the same formula, charge and spin is 37.0 kcal/mol. For the total energy, the calculation gives -11376.5088 eV. The value obtained for the gap between HOMO and LUMO (spin up / spin down) is 11.632 / 6.572 eV. The value obtained for the HOMO energy (spin up / spin down) is -14.94 / -14.93 eV. As for the expectation value of S²: 0.758.

---

6.
The following is a quantum chemistry calculation of 3 unconnected molecules or ions with the total composition C15H28ClF9N2O7PS2 in a non-equilibrium geometry, from the OMol25 dataset.

Element x y z (Å)
Cl 7.81 4.85 0.77
S 9.16 1.99 -0.16
S 0.03 -1.41 1.04
P 6.87 -0.61 0.60
F -0.58 -0.12 1.72
F -0.15 -0.81 -0.41
F -1.41 -2.03 0.94
F 1.57 1.36 2.38
F 0.64 -2.74 0.43
F 2.45 -1.10 0.04
F 0.20 -2.04 2.48
F 0.98 1.51 0.26
F 2.38 -1.06 2.19
O 7.80 -0.80 -0.66
O -3.87 -4.08 -2.43
O 7.37 -1.27 1.80
O -5.00 3.24 0.07
O -6.08 -4.54 -0.52
O 5.42 -1.01 0.14
O -2.27 2.94 -0.99
N 5.86 3.15 1.43
N 7.60 2.19 0.56
C 5.58 1.79 1.40
C -1.98 2.02 0.04
C -3.39 -3.04 -1.60
C 1.82 0.93 1.14
C -4.54 4.21 0.99
C -4.11 -5.29 -1.72
C -5.58 -5.50 -1.44
C -4.61 3.51 -1.27
C 1.76 -0.63 1.08
C 3.23 1.41 0.76
C -6.82 -3.51 -1.14
C 6.68 1.17 0.85
C 4.27 1.26 1.88
C -3.46 2.63 -1.70
C 7.07 3.36 0.92
H -2.35 -3.25 -1.30
H -5.71 -6.49 -0.99
H -1.16 2.42 0.63
H -5.08 5.15 0.86
H -3.54 -5.31 -0.78
H -3.26 2.80 -2.76
H 5.27 3.90 1.76
H -2.84 1.87 0.70
H 8.74 1.91 -1.43
H 4.00 1.85 2.76
H -7.78 -3.90 -1.50
H -3.73 1.57 -1.57
H -4.75 3.83 1.99
H 4.44 0.24 2.18
H -5.47 3.30 -1.91
H 5.26 -1.95 0.33
H -4.35 4.56 -1.39
H -6.28 -3.06 -1.97
H 8.71 -0.94 -0.37
H -4.01 -2.90 -0.72
H 3.09 2.48 0.60
H -6.15 -5.48 -2.37
H -3.39 -2.12 -2.19
H -3.75 -6.11 -2.35
H 3.57 1.00 -0.18
H -3.47 4.38 0.90
H -7.02 -2.75 -0.38
H -1.68 1.05 -0.38

As for the net charge: +1. Its molar mass is 649.94 g/mol. The calculation puts the strongest force on any atom at 1.7 eV/A. For the total energy, the calculation gives -101252.7014 eV. The value obtained for the gap between HOMO and LUMO is 6.643 eV. The value obtained for the HOMO energy is -10.37 eV.

---

7.
The following is a quantum chemistry calculation of a molecular structure, C43H45AsCsF10N3OS2Te, from the OMol25 dataset.

Element x y z (Å)
Cs -0.87 -0.68 -0.29
Te -3.82 -1.17 2.18
As -0.75 -0.60 -3.89
S -0.51 4.07 2.22
S -2.60 1.34 -2.33
F -2.31 1.31 3.37
F 2.72 -4.84 1.07
F -1.63 -3.42 -0.43
F -1.17 -6.75 2.88
F 0.87 -1.11 6.02
F -0.76 -0.90 8.08
F -2.71 -5.16 1.24
F 1.56 -6.50 2.70
F -3.89 1.49 5.49
F -3.17 0.40 7.92
O -0.16 5.51 1.99
N 2.58 -1.58 1.38
N 0.11 0.10 3.41
N 1.04 -3.02 -0.67
C 1.61 2.94 -3.69
C 0.52 2.09 -3.79
C 0.63 -3.93 0.21
C 1.43 -1.42 -7.49
C 0.52 4.38 6.24
C 0.85 -0.76 -6.42
C 1.30 3.15 0.34
C -0.59 0.12 4.53
C 2.45 -2.73 -0.82
C -0.43 3.78 4.01
C 0.53 -3.50 -6.70
C 1.34 -0.67 3.34
C -1.87 0.76 4.53
C -3.85 2.07 -4.67
C 0.70 0.71 -3.67
C -2.70 0.86 5.62
C 2.00 -0.39 1.99
C 0.97 3.13 1.82
C -2.27 0.44 -6.24
C -0.60 -5.86 2.02
C 2.88 2.44 -3.47
C -2.36 0.30 6.84
C 1.35 -4.83 1.06
C -1.36 -5.05 1.20
C 0.11 -1.45 -5.47
C 0.77 -5.73 1.93
C 1.98 0.22 -3.42
C 0.62 4.61 4.74
C -0.04 -2.83 -5.62
C 3.06 1.07 -3.32
C -1.14 -0.35 6.91
C -4.94 -2.51 0.96
C -4.46 0.55 1.09
C 2.81 3.02 0.12
C 1.27 -2.79 -7.64
C -0.30 -0.44 5.81
C -0.78 -4.15 0.35
C -3.25 1.21 -6.84
C -4.04 2.03 -6.04
C 2.85 -1.46 -0.04
C -2.86 1.30 -4.05
C 3.73 -2.05 2.12
C -2.06 0.48 -4.87
H 0.81 2.32 -0.17
H 0.66 3.33 6.49
H 3.33 3.88 0.56
H -0.26 2.71 4.13
H 1.28 4.95 6.78
H 0.95 4.07 -0.12
H -6.01 -2.31 1.07
H 2.65 -2.52 -1.88
H 3.20 2.12 0.59
H -4.29 0.40 0.03
H 0.47 5.66 4.49
H -5.51 0.75 1.29
H 1.14 -1.75 3.38
H -1.65 -0.21 -6.86
H 3.45 -2.30 3.15
H 3.91 -1.22 -0.25
H -0.46 4.68 6.62
H -4.82 2.64 -6.49
H 1.46 4.01 -3.79
H 2.01 -0.86 -8.22
H 1.77 3.61 2.40
H 0.99 0.32 -6.32
H -0.60 -3.38 -4.88
H -4.72 -3.53 1.28
H 0.41 -4.57 -6.79
H -3.41 1.16 -7.91
H -3.86 1.40 1.42
H 1.22 -0.02 1.33
H 4.13 -2.96 1.66
H -0.47 2.49 -3.94
H 3.13 -3.54 -0.54
H 2.76 0.41 2.09
H -1.43 4.00 4.39
H 3.73 3.11 -3.39
H 2.12 -0.85 -3.31
H 4.54 -1.29 2.15
H 2.26 -0.63 -0.43
H 3.06 2.98 -0.94
H 4.05 0.67 -3.12
H -4.47 2.71 -4.05
H 0.81 2.12 2.22
H 1.72 -3.31 -8.47
H -4.64 -2.39 -0.08
H 2.05 -0.45 4.14
H 1.62 4.34 4.39

As for the net charge: -2. Its molar mass is 1209.39 g/mol. The calculation puts the strongest force on any atom at 0.5 eV/A. The energy above the lowest of the compared OMol25 structures with the same formula, charge and spin is 9.7 kcal/mol. For the total energy, the calculation gives -169362.9804 eV. The value obtained for the gap between HOMO and LUMO is 5.664 eV. The value obtained for the HOMO energy is -2.11 eV.